# 1
DFT (ωB97M-V/def2-TZVPD) results for a structure of composition C44H59BeClOSb2Si3.

Geometry (Å):
Be: 0.60426 -0.31964 -0.52950
C: -3.07114 -1.18600 1.63189
O: -1.92738 -1.17097 0.78824
Si: -1.93615 -1.89169 -0.73960
C: -3.57124 -1.32390 -1.48407
C: -2.24958 -3.73417 -0.48592
C: -0.32894 -1.40969 -1.55409
Si: 0.74676 -2.93430 -1.85765
C: -0.05460 -4.27232 -2.91557
C: 1.33634 -3.78065 -0.27217
C: 2.36601 -2.55631 -2.72095
Si: -0.73828 -0.58044 -3.19867
C: -1.75182 0.99060 -2.96223
C: -1.68084 -1.73984 -4.35341
C: 0.68093 0.06278 -4.24967
H: -3.83678 -1.88994 1.28902
H: -3.52073 -0.18783 1.66949
H: -2.77614 -1.47875 2.64180
H: -4.36813 -1.94707 -1.06704
H: -3.61340 -1.42376 -2.57045
H: -3.80207 -0.28524 -1.23571
H: -2.83881 -3.87683 0.42725
H: -1.35630 -4.35574 -0.40554
H: -2.84500 -4.11710 -1.32060
H: -1.12974 -4.37176 -2.76384
H: 0.40576 -5.23954 -2.68613
H: 0.11057 -4.07345 -3.97854
H: 0.63756 -4.52822 0.11005
H: 1.54813 -3.08262 0.54396
H: 2.27397 -4.29908 -0.49483
H: 2.23724 -2.27637 -3.76827
H: 2.98307 -3.46122 -2.69806
H: 2.92303 -1.76283 -2.22102
H: -2.54009 0.90599 -2.21504
H: -2.21692 1.27910 -3.91108
H: -1.09240 1.81065 -2.65451
H: -2.30168 -2.46951 -3.82651
H: -0.98499 -2.30206 -4.98350
H: -2.33127 -1.16148 -5.01756
H: 1.30881 0.77161 -3.70872
H: 0.23693 0.59857 -5.09616
H: 1.32113 -0.72003 -4.65921
C: -0.05259 0.69670 3.42625
C: -0.04758 2.20119 3.12418
C: -1.34176 2.61390 2.42218
Sb: -1.57192 1.98831 0.36434
C: -0.72906 3.76117 -0.51138
C: 0.09516 4.64286 0.18006
C: 0.64305 5.75162 -0.45948
C: 0.36934 5.99052 -1.79785
C: -0.46174 5.12197 -2.49591
C: -1.00070 4.01462 -1.85767
C: -3.59377 2.71458 0.24808
C: -4.64424 1.81360 0.07035
C: -5.96024 2.25738 -0.00247
C: -6.23828 3.61242 0.10193
C: -5.20045 4.51989 0.28050
C: -3.88633 4.07491 0.35132
Sb: 0.74137 -0.69301 1.98925
C: 0.10934 -2.39292 3.14035
C: 0.22736 -2.41919 4.52957
C: -0.18305 -3.53008 5.25588
C: -0.71241 -4.63600 4.60457
C: -0.83962 -4.62128 3.22283
C: -0.43627 -3.50508 2.50228
C: 2.78954 -0.81665 2.58309
C: 3.24571 -0.64357 3.88717
C: 4.59566 -0.78027 4.18551
C: 5.50365 -1.09277 3.18041
C: 5.05887 -1.27429 1.87872
C: 3.70899 -1.13932 1.58551
H: -1.07790 0.36527 3.60893
H: 0.51751 0.47953 4.32868
H: 0.84351 2.49318 2.56107
H: 0.00686 2.73653 4.07648
H: -1.49256 3.69471 2.42088
H: -2.18264 2.17630 2.96810
H: 0.32668 4.48303 1.22753
H: 1.28932 6.42158 0.09372
H: 0.80217 6.84821 -2.29813
H: -0.68959 5.30687 -3.53868
H: -1.65301 3.34739 -2.41299
H: -4.43681 0.75062 -0.01481
H: -6.76604 1.54720 -0.14562
H: -7.26128 3.96322 0.04041
H: -5.41365 5.57945 0.35953
H: -3.08614 4.79550 0.47769
H: 0.64006 -1.57641 5.06957
H: -0.08644 -3.52906 6.33491
H: -1.02444 -5.50412 5.17234
H: -1.25203 -5.47788 2.70247
H: -0.56259 -3.49315 1.43101
H: 2.55924 -0.38548 4.68597
H: 4.93800 -0.64439 5.20422
H: 6.55651 -1.19390 3.41430
H: 5.76203 -1.50876 1.08828
H: 3.37666 -1.27375 0.56034
Cl: 3.25333 2.53429 1.40423
C: 3.93912 1.88297 -0.07052
C: 5.29909 2.09188 -0.25679
C: 5.91306 1.66295 -1.42069
C: 5.14749 1.03293 -2.39247
C: 3.79132 0.83889 -2.19015
C: 3.13204 1.24403 -1.02116
C: 1.64877 1.08169 -0.85670
H: 5.86347 2.60631 0.51052
H: 6.97140 1.83763 -1.57247
H: 5.60859 0.68975 -3.31158
H: 3.20537 0.36451 -2.96416
H: 1.17161 1.53855 -1.73358
H: 1.37782 1.75173 -0.02609

The calculation puts the HOMO-LUMO gap at 8.600 eV. The calculation puts the energy at -98268.1450 eV.


# 2
DFT (ωB97M-V/def2-TZVPD) results for a structure of composition C44H59MgNO4P2Si in a non-equilibrium geometry.

Geometry (Å):
Mg: -0.06490 1.81758 -0.01225
C: 3.77159 2.69818 0.67624
Si: 2.37123 1.64493 -0.09147
C: 2.69369 -0.03546 0.79596
C: 3.84412 -0.74664 0.43740
C: 4.22239 -1.91281 1.08020
C: 3.44423 -2.40014 2.12150
C: 2.29623 -1.72229 2.49257
C: 1.90236 -0.54748 1.84158
P: 0.33097 0.27761 2.32909
C: -0.73051 -1.12618 2.94466
C: -0.89473 -2.20003 1.84852
C: -2.25878 -2.90349 1.92357
C: -2.72736 -3.03481 3.37057
C: -2.96271 -1.64939 3.99983
C: -2.10090 -0.56349 3.33918
C: 0.77481 1.14587 3.92131
C: 1.39259 0.30873 5.04095
C: 1.56100 1.16834 6.29738
C: 2.44262 2.38459 6.01714
C: 1.88569 3.20689 4.85546
C: 1.69491 2.33141 3.61699
C: 2.88462 1.48328 -1.92940
C: 4.12760 1.97251 -2.34256
C: 4.44413 2.15346 -3.68078
C: 3.49777 1.86868 -4.65150
C: 2.26842 1.34857 -4.27706
C: 1.96257 1.12798 -2.93463
P: 0.39822 0.33712 -2.41563
C: -0.69464 0.39676 -3.93453
C: -2.15098 0.20981 -3.46930
C: -3.09593 0.24374 -4.66790
C: -2.84718 -0.94514 -5.61718
C: -1.45010 -1.54688 -5.42570
C: -0.39449 -0.46815 -5.18262
C: 1.03385 -1.39394 -2.08786
C: 2.08590 -1.99562 -3.02216
C: 2.62033 -3.29806 -2.41706
C: 1.48836 -4.29441 -2.16705
C: 0.42753 -3.68176 -1.25350
C: -0.10962 -2.38742 -1.86481
H: 4.71486 2.14540 0.70456
H: 3.53198 2.98597 1.69916
H: 3.92962 3.61845 0.10900
H: 4.45407 -0.37245 -0.38045
H: 5.12016 -2.43815 0.77696
H: 3.73292 -3.30345 2.64492
H: 1.69857 -2.11756 3.30489
H: -0.28715 -1.57508 3.83622
H: -0.09467 -2.93671 1.93831
H: -0.78863 -1.72905 0.87037
H: -2.18560 -3.88787 1.45787
H: -3.00769 -2.33681 1.36134
H: -1.96774 -3.58095 3.93726
H: -3.64412 -3.62446 3.41756
H: -2.73677 -1.69240 5.06768
H: -4.01448 -1.36921 3.90790
H: -1.99548 0.28273 4.02153
H: -2.59583 -0.18203 2.44467
H: -0.18185 1.54872 4.27874
H: 2.37132 -0.05892 4.71930
H: 0.77090 -0.55685 5.28047
H: 1.99389 0.56879 7.10173
H: 0.57507 1.50466 6.63489
H: 3.45218 2.04425 5.76543
H: 2.51907 3.00455 6.91329
H: 2.56038 4.03518 4.62661
H: 0.92186 3.63908 5.14290
H: 2.66625 1.93889 3.30162
H: 1.29053 2.92684 2.79267
H: 4.87015 2.23410 -1.59784
H: 5.41830 2.53310 -3.96357
H: 3.71312 2.04474 -5.69827
H: 1.54628 1.11243 -5.04715
H: -0.59877 1.45271 -4.21335
H: -2.40954 1.00848 -2.77187
H: -2.26408 -0.73884 -2.93412
H: -2.93627 1.18551 -5.20075
H: -4.13269 0.24465 -4.32697
H: -2.96529 -0.61458 -6.65132
H: -3.59304 -1.72430 -5.44748
H: -1.17355 -2.12458 -6.30979
H: -1.46614 -2.24396 -4.58721
H: -0.37036 0.18040 -6.06382
H: 0.58705 -0.93159 -5.10925
H: 1.51983 -1.24013 -1.11747
H: 2.90896 -1.29734 -3.17928
H: 1.64649 -2.22182 -3.99728
H: 3.11879 -3.07451 -1.46875
H: 3.36415 -3.73512 -3.08788
H: 1.88324 -5.21307 -1.72665
H: 1.02709 -4.56338 -3.12373
H: 0.87469 -3.45955 -0.27808
H: -0.39021 -4.38937 -1.09231
H: -0.87167 -1.94622 -1.21691
H: -0.57964 -2.62246 -2.82321
O: -1.60978 0.40507 -0.08326
C: -2.82825 0.58053 -0.08052
C: -3.51065 1.83824 -0.01178
C: -4.90660 1.83941 -0.02286
C: -5.60058 3.02152 0.00684
C: -4.90946 4.24938 0.04390
C: -3.54739 4.27561 0.05722
C: -2.77382 3.07521 0.03242
O: -1.50286 3.11357 0.04020
N: -7.04654 3.00864 -0.01768
O: -7.62859 4.08028 0.01941
O: -7.61233 1.92755 -0.06612
H: -3.48821 -0.30271 -0.14725
H: -5.45129 0.90359 -0.05650
H: -5.48971 5.16093 0.05707
H: -3.00935 5.21393 0.08072

The calculation puts the HOMO-LUMO gap at 6.962 eV. The calculation puts the energy at -88167.7011 eV. The relative energy (zero: lowest compared OMol25 entry of this formula, charge and spin) comes out at 0.230 eV.


# 3
DFT (ωB97M-V/def2-TZVPD) results for a structure of composition C44H60As3BiN2OS in a non-equilibrium geometry.

Geometry (Å):
Bi: -0.32086 1.01055 0.95399
C: -1.34181 3.34830 1.76169
C: 0.06111 3.38236 1.97105
C: 0.39672 2.39024 2.94210
C: -0.84850 1.80527 3.39693
C: -1.90468 2.39094 2.67272
C: -3.36136 2.16274 2.93431
C: -0.99100 0.84425 4.52802
C: 1.72576 2.21365 3.60177
C: 0.97512 4.37319 1.34279
C: -2.07678 4.29811 0.86547
H: -3.98323 2.74498 2.25961
H: -3.60171 2.47579 3.95231
H: -3.64157 1.11236 2.84120
H: -0.19641 0.09895 4.49689
H: -1.95465 0.33692 4.49712
H: -0.91375 1.37311 5.48186
H: 1.77628 2.81768 4.51090
H: 2.54314 2.51938 2.94874
H: 1.88694 1.17408 3.88029
H: 2.02132 4.09983 1.47415
H: 0.82588 5.35549 1.79866
H: 0.76985 4.47975 0.27486
H: -1.90772 4.08019 -0.19083
H: -1.73438 5.31861 1.04289
H: -3.14896 4.27432 1.04613
C: 2.52555 -1.01246 -0.53090
C: 2.89959 0.40243 -0.07142
As: 1.91083 2.00227 -0.75637
C: 3.49168 3.03411 -1.35362
C: 3.55261 4.41119 -1.19170
C: 4.65641 5.11666 -1.65207
C: 5.69471 4.44959 -2.28168
C: 5.63321 3.07238 -2.44896
C: 4.53877 2.36378 -1.97954
C: 1.07088 1.76209 -2.51340
C: -0.32521 1.76277 -2.53644
C: -1.02118 1.71407 -3.72977
C: -0.32956 1.69725 -4.93095
C: 1.05512 1.75059 -4.92297
C: 1.75180 1.79289 -3.72473
As: 0.58353 -1.26374 -0.80707
C: 0.54512 -1.72804 -2.73201
C: 1.66395 -1.77483 -3.55233
C: 1.57075 -2.25947 -4.85080
C: 0.35507 -2.70012 -5.34688
C: -0.77390 -2.63368 -4.54377
C: -0.68082 -2.13741 -3.25403
C: 0.45889 -3.13310 -0.21441
C: -0.34891 -3.50253 0.85626
C: -0.38268 -4.82194 1.28524
C: 0.39803 -5.78006 0.65290
C: 1.19376 -5.42057 -0.42542
C: 1.21801 -4.10353 -0.86051
H: 2.81561 -1.71516 0.24850
H: 3.07141 -1.28951 -1.42876
H: 3.96347 0.58568 -0.20554
H: 2.71972 0.45824 1.00889
H: 2.73800 4.93809 -0.71117
H: 4.70456 6.18857 -1.51425
H: 6.55455 4.99853 -2.64099
H: 6.44043 2.54779 -2.94271
H: 4.51136 1.28788 -2.11023
H: -0.88797 1.82129 -1.60862
H: -2.10466 1.69899 -3.72344
H: -0.86803 1.66265 -5.86859
H: 1.60234 1.76001 -5.85652
H: 2.82878 1.86583 -3.74717
H: 2.63227 -1.44428 -3.20429
H: 2.45818 -2.29783 -5.46938
H: 0.28418 -3.08311 -6.35628
H: -1.72752 -2.98518 -4.91697
H: -1.57058 -2.05540 -2.64269
H: -0.96731 -2.75502 1.33908
H: -1.03204 -5.11464 2.10198
H: 0.37561 -6.80778 0.99177
H: 1.78205 -6.16874 -0.93975
H: 1.82608 -3.83093 -1.71498
C: -3.74826 1.88115 -0.90923
N: -4.19892 0.54164 -1.22478
C: -5.07888 0.46571 -2.38537
C: -3.49953 -0.53097 -0.74944
O: -2.31420 -0.40919 -0.35360
N: -4.14223 -1.72347 -0.72150
C: -5.59081 -1.86719 -0.68217
C: -3.41631 -2.96388 -0.51858
H: -4.61390 2.49920 -0.66148
H: -3.23234 2.34449 -1.75767
H: -3.07836 1.84739 -0.05560
H: -4.67606 1.10566 -3.17494
H: -6.08699 0.81061 -2.14867
H: -5.12906 -0.54808 -2.76954
H: -6.07070 -0.90739 -0.52291
H: -5.85013 -2.52034 0.15275
H: -5.98187 -2.31950 -1.59581
H: -2.35207 -2.77205 -0.52087
H: -3.66303 -3.67120 -1.31288
H: -3.68090 -3.41504 0.44060
C: 2.21434 -1.93011 5.77549
As: 1.37088 -2.60668 4.17388
C: -0.36514 -3.24740 4.74558
C: 2.48952 -4.08961 3.65769
S: 1.36428 -1.16228 2.63908
H: 2.27893 -2.74768 6.49385
H: 1.64541 -1.11058 6.20943
H: 3.21437 -1.58277 5.52485
H: -0.20929 -4.11592 5.38502
H: -0.98060 -3.52120 3.89301
H: -0.86262 -2.46482 5.31541
H: 2.52676 -4.81076 4.47450
H: 3.48787 -3.69687 3.47290
H: 2.11864 -4.56847 2.75487

The calculation puts the HOMO-LUMO gap at 7.142 eV. Its net charge is +2. The calculation puts the energy at -250806.8737 eV. The relative energy (zero: lowest compared OMol25 entry of this formula, charge and spin) comes out at 0.000 eV.


# 4
DFT (ωB97M-V/def2-TZVPD) results for a structure of composition C44H60BN9O2S2Ti.

Geometry (Å):
Ti: -0.03746 -0.11880 -0.05298
C: -1.26060 1.55065 -4.80952
C: -0.73648 1.37538 -3.38911
C: 0.25764 2.48594 -3.03333
C: -1.85380 1.32676 -2.38774
C: -3.20112 1.69020 -2.52461
C: -3.77619 1.44321 -1.29188
C: -5.22075 1.54098 -0.89940
C: -5.84786 0.14204 -0.91655
C: -5.98853 2.48409 -1.82038
N: -2.81276 0.96150 -0.47409
N: -1.64272 0.88039 -1.15630
B: -2.84071 0.82135 1.06777
N: -2.60156 -0.64830 1.51745
N: -1.50553 -1.32284 1.06505
C: -1.56798 -2.56553 1.52486
C: -2.73206 -2.71739 2.27968
C: -3.35368 -1.47818 2.28068
C: -4.56612 -1.22319 3.15118
C: -5.51774 -0.06828 2.85914
C: -4.10099 -1.14057 4.61296
C: -0.53302 -3.60164 1.19557
C: 0.52437 -3.70470 2.29759
C: -1.18560 -4.96606 0.95788
N: -1.75971 1.75897 1.65406
N: -0.46082 1.58605 1.30228
C: 0.22929 2.61160 1.78531
C: -0.63449 3.47207 2.47574
C: -1.89057 2.90186 2.36350
C: -3.18678 3.39868 2.93469
C: -3.33129 4.90441 2.71822
C: -3.28699 3.04467 4.42077
C: 1.69952 2.76097 1.53060
C: 2.47565 2.81350 2.84746
C: 1.97717 4.00164 0.67976
H: -0.43520 1.51505 -5.52116
H: -1.75962 2.51583 -4.92583
H: -1.97046 0.76427 -5.07117
H: -0.21380 0.41826 -3.33356
H: -0.22975 3.46310 -3.07933
H: 1.09738 2.48607 -3.73112
H: 0.65611 2.34111 -2.03012
H: -3.69043 2.06542 -3.40626
H: -5.27933 1.93407 0.11954
H: -5.86262 -0.24587 -1.93772
H: -6.87452 0.16933 -0.54508
H: -5.26974 -0.55325 -0.30593
H: -6.00686 2.10111 -2.84227
H: -5.53732 3.47663 -1.83712
H: -7.02179 2.58042 -1.48479
H: -3.90316 1.15922 1.44489
H: -3.07529 -3.60143 2.79027
H: -5.15351 -2.14125 3.04944
H: -5.07796 0.89396 3.11935
H: -6.40750 -0.19794 3.47878
H: -5.83150 -0.03694 1.81828
H: -3.47443 -0.25855 4.75940
H: -3.51772 -2.01602 4.89456
H: -4.95974 -1.06216 5.28257
H: -0.04182 -3.29316 0.26977
H: 0.04928 -3.87594 3.26609
H: 1.12271 -2.79463 2.36102
H: 1.19432 -4.54316 2.09909
H: -1.58468 -5.37519 1.88891
H: -0.44826 -5.67302 0.57452
H: -2.00282 -4.89008 0.23989
H: -0.38220 4.39281 2.97328
H: -4.00125 2.90000 2.40855
H: -2.55018 5.45115 3.24920
H: -4.29472 5.25113 3.09513
H: -3.26093 5.15756 1.66006
H: -2.49788 3.54493 4.98526
H: -3.17886 1.97058 4.57534
H: -4.25032 3.35733 4.82808
H: 2.02064 1.88270 0.96357
H: 2.21550 3.71231 3.41079
H: 3.55134 2.83411 2.66159
H: 2.25124 1.94965 3.47470
H: 1.65262 4.90432 1.20170
H: 1.44631 3.95244 -0.27144
H: 3.04483 4.09519 0.47376
O: 2.31277 -2.63332 -4.50253
C: 3.16518 -1.66550 -4.13836
C: 4.31920 -1.51270 -4.90748
C: 5.25107 -0.54536 -4.58974
C: 5.05205 0.29472 -3.49876
C: 3.90914 0.15308 -2.73718
C: 2.94933 -0.81554 -3.03556
C: 1.73432 -0.88800 -2.19695
O: 1.55376 -0.00292 -1.28934
N: 0.85465 -1.83623 -2.45943
N: -0.31116 -1.66247 -1.72851
C: -1.25718 -2.43585 -2.10620
S: -2.87740 -2.33350 -1.42276
C: -3.64252 -3.20774 -2.81554
C: -2.70226 -4.32521 -3.21872
S: -1.04418 -3.60889 -3.40357
H: 1.55768 -2.61757 -3.86448
H: 4.45906 -2.17459 -5.75164
H: 6.14160 -0.44378 -5.19728
H: 5.78310 1.05349 -3.25288
H: 3.71995 0.79973 -1.88982
H: -3.80292 -2.51448 -3.64159
H: -4.60433 -3.59033 -2.47465
H: -2.98115 -4.76948 -4.17358
H: -2.67886 -5.10322 -2.45554
N: 1.42349 -0.63485 1.31702
C: 2.30602 -0.73682 2.05810
C: 3.39263 -0.86554 2.96562
C: 4.69681 -0.64778 2.50978
C: 5.75207 -0.75574 3.39635
C: 5.51640 -1.07789 4.72709
C: 4.22020 -1.29697 5.17760
C: 3.15303 -1.19269 4.30424
H: 4.86623 -0.40066 1.47014
H: 6.76254 -0.58922 3.04789
H: 6.34688 -1.15976 5.41591
H: 4.04073 -1.54966 6.21404
H: 2.13881 -1.35868 4.64250

The calculation puts the HOMO-LUMO gap (spin up / spin down) at 5.536 / 7.697 eV. Its spin multiplicity is 3. The calculation puts the energy at -109577.0230 eV. The relative energy (zero: lowest compared OMol25 entry of this formula, charge and spin) comes out at 0.000 eV. As for the expectation value of S²: 2.0160.